139
Properties=species:S:1:pos:R:3:forces:R:3 method="wB97M-V/def2-TZVPD" total_energy_ev=-183102.6683 e_lumo_ha=-0.35407 homo_ev=-15.1 charge=+3 de_lowest_kcal_mol=20.0
Ta 0.15961 0.01877 0.31967 2.028 -0.478 -4.203
O 2.40884 1.05604 3.42717 -0.170 -0.063 0.266
C 2.40309 0.60586 2.33346 0.547 0.121 0.475
O 1.30017 0.04927 1.74954 -0.404 0.504 1.931
C 3.52649 0.56622 1.37981 -0.177 -0.194 -0.439
C 4.83648 0.65604 1.79297 0.032 0.097 0.166
C 5.81957 0.66814 0.81384 0.037 0.061 -0.085
C 5.42918 0.62665 -0.51416 0.021 0.036 0.042
C 4.07622 0.53155 -0.82343 -0.063 0.098 -0.085
N 3.12888 0.46645 0.10698 0.028 -0.012 -0.165
H 5.06212 0.73526 2.84919 0.010 0.000 -0.046
H 6.86542 0.74714 1.08256 -0.030 -0.050 -0.011
H 6.15799 0.67259 -1.31298 -0.032 -0.016 0.024
H 3.74658 0.50076 -1.85392 0.118 0.063 0.062
N -0.10798 1.91934 -2.79960 0.190 -0.142 -0.368
C 0.75052 0.91342 -3.03645 0.076 0.060 0.113
N 1.02894 -0.05623 -2.18298 -0.439 0.214 1.631
C 2.03626 -0.89406 -2.69654 -0.093 -0.193 -0.014
C 2.63783 -1.96781 -2.05274 0.001 0.002 -0.102
C 3.67918 -2.63621 -2.67600 -0.058 0.090 0.033
C 4.12478 -2.25539 -3.93947 0.110 -0.102 0.013
C 3.52910 -1.19762 -4.60061 0.024 0.103 -0.083
C 2.49311 -0.52799 -3.96535 -0.018 0.041 0.104
S 1.64191 0.88613 -4.52260 -0.051 -0.053 0.013
H -0.88910 1.75494 -2.18990 -0.148 0.067 0.126
H -0.29250 2.56292 -3.55364 -0.129 0.016 -0.016
H 2.32952 -2.24198 -1.05579 0.076 -0.008 -0.031
H 4.16937 -3.45640 -2.16676 -0.016 0.026 -0.042
H 4.95436 -2.78171 -4.39451 -0.075 0.025 -0.038
H 3.87562 -0.88707 -5.57865 -0.024 -0.020 0.034
C -0.48771 7.84760 -0.14206 -0.001 0.026 0.023
C 0.70124 7.47957 0.47516 -0.090 -0.010 -0.014
C 1.06059 6.14292 0.56307 0.143 -0.049 0.038
C 0.21979 5.16915 0.03948 -0.473 -0.223 -0.455
C -0.97103 5.53601 -0.57031 0.018 -0.060 0.056
C -1.32493 6.87442 -0.66458 -0.012 0.016 0.008
As 0.69287 3.26530 0.22483 0.530 0.204 0.542
C 2.60460 3.59903 0.08091 0.099 -0.193 -0.129
C 3.50605 3.75587 1.12531 -0.057 -0.121 0.057
C 4.80736 4.17259 0.86262 0.028 -0.051 -0.007
C 5.21964 4.41082 -0.44088 0.000 0.022 0.028
C 4.32684 4.23428 -1.49160 0.026 0.002 -0.007
C 3.02674 3.83506 -1.22858 -0.116 -0.068 0.041
C 0.17067 3.09779 2.08829 -0.021 -0.049 -0.027
C -0.96789 2.31490 2.28453 0.216 -0.151 -0.084
C -1.55766 2.20503 3.53928 -0.045 0.014 0.034
C -0.99661 2.87243 4.61545 -0.025 0.028 -0.078
C 0.13339 3.66374 4.42607 -0.024 -0.028 0.018
C 0.70005 3.79628 3.16729 0.051 -0.035 0.045
H -0.76194 8.89234 -0.21081 0.021 -0.027 -0.007
H 1.35544 8.23601 0.88761 0.007 -0.009 -0.004
H 1.99864 5.87895 1.03075 0.035 0.028 -0.014
H -1.62490 4.77571 -0.96418 -0.002 0.072 -0.059
H -2.25384 7.15685 -1.14368 0.010 0.001 0.016
H 3.20932 3.55508 2.14755 0.027 0.037 0.001
H 5.49644 4.32101 1.68559 -0.013 -0.021 -0.029
H 6.23269 4.74026 -0.63683 -0.049 0.008 0.003
H 4.64063 4.42488 -2.51058 -0.016 0.001 0.031
H 2.31726 3.72372 -2.04349 0.052 0.048 -0.056
H -1.45795 1.86084 1.41452 -0.091 0.127 0.009
H -2.46209 1.62301 3.66940 0.032 0.066 0.037
H -1.45735 2.80502 5.59242 0.048 -0.008 -0.008
H 0.56775 4.19344 5.26462 -0.048 0.012 -0.025
H 1.54073 4.46254 3.03528 0.004 0.006 0.013
O -1.45947 0.07807 -0.53443 -0.974 0.526 0.828
Si -3.07691 0.06920 -1.15445 -0.964 -0.419 -0.243
C -4.33654 0.16936 0.21399 0.309 -0.005 0.268
C -4.04849 0.54819 1.52685 0.011 0.016 -0.142
C -5.05743 0.74258 2.45885 0.038 0.048 0.039
C -6.38204 0.54609 2.09299 0.027 -0.013 -0.054
C -6.68991 0.16399 0.79280 -0.030 0.047 -0.011
C -5.67847 -0.01459 -0.13917 0.084 0.005 -0.040
C -3.24609 -1.50757 -2.12945 -0.032 0.082 0.005
C -4.14485 -2.50179 -1.72552 0.072 0.044 -0.039
C -4.45676 -3.56269 -2.56700 -0.044 0.010 -0.025
C -3.86274 -3.65590 -3.81916 -0.021 0.026 0.064
C -2.93573 -2.69997 -4.22148 0.040 0.011 -0.036
C -2.64065 -1.63130 -3.38796 0.033 0.040 0.108
C -3.41757 1.55030 -2.22707 0.346 -0.081 -0.039
C -4.33060 1.39005 -3.27365 0.065 -0.119 -0.089
C -4.80733 2.48626 -3.97860 -0.004 0.031 -0.017
C -4.37398 3.76215 -3.65163 -0.007 0.051 0.081
C -3.47399 3.94305 -2.60732 -0.024 -0.046 0.027
C -3.00925 2.84507 -1.89686 -0.067 0.038 -0.046
H -3.01400 0.69788 1.82475 -0.134 -0.042 0.023
H -4.81846 1.07048 3.46429 -0.024 -0.066 -0.017
H -7.17296 0.69911 2.81569 0.012 0.003 -0.022
H -7.72263 0.02855 0.49727 0.030 -0.034 0.029
H -5.93466 -0.29634 -1.15658 -0.061 0.044 0.066
H -4.62945 -2.42678 -0.75779 -0.021 -0.028 -0.059
H -5.18730 -4.29984 -2.25534 0.043 0.006 -0.017
H -4.13378 -4.46389 -4.48813 0.035 0.019 0.030
H -2.46841 -2.77378 -5.19614 -0.037 0.011 0.024
H -1.95515 -0.85814 -3.72844 -0.035 -0.058 -0.058
H -4.67597 0.39776 -3.54702 0.013 0.055 0.002
H -5.52138 2.34656 -4.77964 0.021 -0.015 0.004
H -4.74923 4.62255 -4.19184 0.013 -0.053 0.000
H -3.16820 4.94550 -2.33689 0.016 -0.016 -0.039
H -2.32591 2.99803 -1.06433 -0.088 -0.019 0.068
C 1.59982 -5.33364 -1.79703 0.008 -0.124 -0.010
Si 0.04935 -5.41873 -0.80061 -0.231 0.988 0.244
C -1.52982 -4.91261 -1.60456 0.020 -0.222 -0.112
C -0.09150 -6.64436 0.57363 0.135 -0.090 -0.009
Sb 0.38403 -2.78610 0.67047 0.244 -0.337 0.270
Si 2.67458 -3.28440 1.98178 -0.132 -0.358 -0.098
C 4.14283 -2.89720 0.88754 -0.088 0.163 0.094
C 2.71830 -2.54291 3.69733 -0.037 0.235 -0.175
C 2.56320 -5.14652 2.14562 -0.088 0.082 0.012
Si -1.28826 -2.71119 2.79221 -0.270 0.196 -0.193
C -2.89903 -2.62714 1.85687 -0.026 -0.300 0.255
C -0.99160 -1.16480 3.78783 0.155 -0.148 -0.007
C -1.02612 -4.26846 3.78187 0.106 -0.075 -0.158
H 1.69279 -6.23290 -2.41748 -0.032 0.000 0.059
H 2.48959 -5.27866 -1.16598 -0.043 -0.043 -0.009
H 1.58974 -4.47040 -2.46221 -0.058 -0.023 0.005
H -1.86157 -5.68126 -2.31213 0.024 0.007 0.033
H -1.42433 -3.97659 -2.15495 0.027 -0.012 -0.004
H -2.32272 -4.78825 -0.86557 0.038 -0.028 0.009
H -0.71931 -7.47800 0.23879 -0.041 0.093 -0.042
H -0.56296 -6.21434 1.45972 -0.036 -0.024 -0.070
H 0.87205 -7.06175 0.86390 -0.026 0.036 -0.012
H 4.11915 -1.90587 0.43959 0.046 0.009 -0.013
H 4.20879 -3.63354 0.08343 -0.013 0.015 0.047
H 5.06080 -2.97310 1.47874 -0.054 -0.049 0.019
H 2.42551 -1.49570 3.75520 -0.009 -0.015 0.048
H 3.74291 -2.60711 4.07766 -0.033 -0.074 -0.028
H 2.07802 -3.10800 4.37775 0.000 -0.005 -0.039
H 2.69141 -5.65316 1.18575 0.009 0.036 0.080
H 1.61158 -5.46119 2.58182 0.128 -0.043 -0.001
H 3.36374 -5.49141 2.80906 -0.041 0.026 -0.037
H -2.93808 -1.74473 1.22199 0.013 -0.029 -0.020
H -3.74766 -2.56676 2.54790 0.047 0.012 -0.028
H -3.04669 -3.50975 1.22934 0.022 0.017 0.014
H -1.32103 -0.26807 3.25965 0.045 -0.065 -0.004
H 0.05180 -1.02579 4.07752 -0.033 0.021 -0.018
H -1.57865 -1.22811 4.71074 -0.029 -0.017 -0.058
H -1.56008 -5.11571 3.34460 0.042 0.049 0.003
H -1.42642 -4.11590 4.78958 -0.003 0.053 -0.064
H 0.02569 -4.54152 3.88949 -0.065 0.035 0.040


172
Properties=species:S:1:pos:R:3:forces:R:3 method="wB97M-V/def2-TZVPD" total_energy_ev=-139201.0818 e_lumo_ha=-0.04139 homo_ev=-8.1
C 1.88360 4.77284 -1.61230 -0.298 1.700 -0.289
C 2.50100 4.93426 -3.08148 1.657 0.482 1.221
O 2.11669 3.89952 -4.03735 -2.640 -0.991 1.394
C 0.97368 3.15916 -3.62433 -0.846 -3.809 1.090
C 1.21498 1.68478 -3.14321 -1.805 2.096 -0.521
C 2.74389 1.15864 -3.15969 -0.502 0.319 -0.859
C 3.61289 1.68684 -1.92012 1.879 2.143 0.410
O 4.45847 2.60799 -2.12866 -3.146 -3.440 0.844
C 3.40953 1.10682 -0.42205 -0.623 -1.670 2.963
C 3.70592 -0.40294 -0.13182 -1.497 1.944 2.981
C 3.46941 -0.96727 1.30904 -0.786 2.659 0.118
C 2.93946 -0.10447 2.50860 0.435 2.635 -4.156
C 2.67991 1.40222 2.22732 1.077 -2.414 -2.988
C 2.92317 1.97460 0.77959 0.429 -2.605 0.671
C 0.02247 0.72078 -2.69219 -2.840 2.565 -0.766
C 0.28413 -0.79656 -2.24280 -0.195 1.335 0.449
P -0.53935 -2.10177 -3.33275 0.744 -3.488 -1.435
O 0.45866 -3.12039 -3.90534 -1.978 2.590 1.366
O -1.63662 -2.99903 -2.33569 1.628 2.418 -0.747
O -1.44127 -1.47282 -4.63370 0.198 -1.276 2.498
C -1.47694 1.19654 -2.69907 3.323 0.889 -0.572
C -2.71559 0.26962 -2.28440 0.394 0.526 -0.260
C -3.88135 1.04198 -1.48836 -0.814 -1.787 -1.528
C -4.94641 -0.09553 -1.02632 0.139 0.580 -0.026
Cl -3.18258 2.00539 -0.09748 -0.703 -0.704 -0.912
C -1.71133 2.68235 -3.17036 0.253 2.795 -0.972
N -2.92092 3.45342 -3.28294 2.786 -0.817 -0.183
S -2.65505 5.06117 -3.86597 3.281 -4.478 1.138
N -0.95736 4.96054 -4.05314 -0.289 -3.753 1.479
C -0.52094 3.65008 -3.64294 -0.629 0.626 -0.182
H 0.77515 5.11353 -1.64444 1.743 -0.933 0.235
H 2.40851 5.56745 -0.94881 -0.747 -1.421 -1.084
H 2.02437 3.74342 -1.14123 -0.308 1.510 -0.965
H 2.32094 5.95402 -3.57067 -0.213 -1.385 0.891
H 3.65186 4.84384 -2.95803 -1.899 -0.040 -0.402
H 2.79055 0.01345 -3.30854 -0.159 1.797 0.607
H 3.21736 1.60914 -4.11636 -0.656 -0.603 1.783
H 4.09925 -1.12532 -0.93101 -0.769 1.466 1.398
H 3.66745 -2.07473 1.54804 -0.231 2.092 -0.751
H 2.73402 -0.49727 3.55635 0.459 0.399 -1.842
H 2.29078 2.12748 3.03490 0.741 -1.482 -1.625
H 2.71665 3.09409 0.65336 0.461 -1.948 0.117
H 1.40683 -1.03668 -2.17283 -1.847 0.230 -0.341
H -0.13000 -0.93292 -1.16996 0.587 0.262 -1.626
H -1.57703 -2.65238 -1.41214 -0.182 -0.382 -1.034
H -2.21359 -2.07984 -4.78925 0.944 0.711 0.317
H -3.18353 -0.19449 -3.23972 0.698 0.908 1.556
H -2.36904 -0.62368 -1.64936 -0.388 1.511 -0.797
H -4.44639 1.70569 -2.23500 1.215 -0.515 1.423
H -4.54394 -0.62817 -0.09859 -0.619 0.566 -1.326
H -5.16495 -0.84255 -1.89576 0.625 1.370 1.552
H -5.93937 0.40757 -0.76702 1.407 -0.703 -0.199
C 3.75583 3.70165 5.69854 0.021 -0.061 0.282
C 3.67725 3.99017 4.26318 0.056 0.156 -0.106
N 3.61560 4.21521 3.13516 0.041 0.039 0.624
H 4.79035 3.57758 6.02772 -0.073 0.012 -0.217
H 3.31966 4.50696 6.29459 0.004 0.009 -0.256
H 3.22186 2.78276 5.95369 0.046 0.062 -0.218
C 3.25110 9.20389 -2.96488 0.163 0.108 -0.258
C 2.55448 8.67850 -1.78712 -0.060 -0.044 0.094
N 2.00744 8.26590 -0.86194 0.274 0.228 -0.470
H 2.81458 10.14702 -3.30245 -0.093 -0.128 0.201
H 4.30734 9.39094 -2.75655 -0.159 -0.098 0.179
H 3.20428 8.50544 -3.80412 -0.108 -0.056 0.221
C -0.72992 7.99453 1.10566 0.134 -0.114 -0.240
C -1.03282 8.14944 2.53229 -0.044 -0.001 0.048
N -1.27341 8.27147 3.65255 0.053 -0.046 -0.509
H 0.34208 7.87680 0.93057 -0.106 0.067 0.197
H -1.22417 7.11666 0.68172 -0.070 0.074 0.232
H -1.05892 8.86091 0.52666 -0.026 -0.021 0.239
C 2.77786 -5.09919 -3.76609 -0.159 0.037 -0.096
C 3.27026 -6.00977 -2.72858 0.040 -0.057 -0.007
N 3.65749 -6.72194 -1.90923 -0.060 0.305 -0.440
H 2.59482 -5.62191 -4.70811 0.069 -0.120 0.203
H 1.83774 -4.62314 -3.47178 0.115 -0.069 0.060
H 3.49417 -4.30034 -3.97312 -0.083 -0.138 0.130
C -2.27126 -2.55012 1.47962 -0.120 -0.137 -0.125
C -1.46442 -1.32682 1.54627 0.098 0.088 0.008
N -0.83232 -0.36434 1.59857 -0.292 -0.462 -0.072
H -1.99355 -3.17150 0.62390 0.127 0.080 0.101
H -2.14901 -3.16237 2.37641 0.101 0.172 -0.057
H -3.33547 -2.32554 1.38463 0.213 0.101 -0.013
C 3.33760 -3.84098 4.41076 -0.166 -0.251 -0.036
C 4.14994 -2.62312 4.49152 0.152 0.054 0.068
N 4.78780 -1.66620 4.55486 -0.213 -0.528 0.079
H 3.62790 -4.46211 3.55973 0.099 0.212 0.044
H 3.44092 -4.45324 5.30989 0.114 0.211 -0.037
H 2.27578 -3.60891 4.29608 0.169 0.169 0.003
C 2.58464 -8.10134 0.88466 0.052 0.203 0.070
C 1.90513 -7.82785 2.15507 0.001 0.053 0.070
N 1.37097 -7.61268 3.15418 0.251 -0.057 -0.449
H 2.92416 -7.18111 0.40366 -0.138 -0.024 0.183
H 3.46116 -8.73424 1.02570 -0.273 0.120 0.208
H 1.92700 -8.61209 0.17768 -0.025 0.047 0.233
C -4.85230 8.17268 2.02667 -0.064 0.183 0.294
C -4.46624 7.67830 0.70044 0.054 -0.129 -0.296
N -4.16207 7.28876 -0.34355 -0.170 0.357 0.704
H -5.56816 8.99585 1.95808 0.045 -0.134 -0.236
H -5.31769 7.38886 2.62933 0.104 -0.059 -0.234
H -3.98845 8.54073 2.58660 0.054 -0.145 -0.196
C 4.54393 -10.44234 -3.13904 0.037 -0.014 -0.332
C 4.24098 -10.26828 -1.71618 -0.033 0.041 0.071
N 4.00199 -10.13151 -0.59836 0.349 -0.376 -0.833
H 5.61676 -10.55994 -3.31003 -0.096 0.021 0.238
H 4.05072 -11.32685 -3.54943 -0.020 0.059 0.258
H 4.21317 -9.58308 -3.72771 -0.042 0.014 0.289
C 5.97863 -3.69081 -2.45176 0.181 -0.004 -0.268
C 5.27700 -3.43248 -1.19100 -0.030 -0.126 0.134
N 4.72754 -3.22943 -0.19935 0.434 -0.523 -0.660
H 6.34374 -2.76589 -2.90548 -0.110 0.014 0.220
H 6.84263 -4.34315 -2.30411 -0.157 0.068 0.190
H 5.32700 -4.17582 -3.18208 0.037 0.057 0.291
C -4.53746 -0.75516 4.28393 0.104 0.244 0.198
C -4.99552 -1.75460 3.31426 -0.221 -0.149 -0.095
N -5.35629 -2.54089 2.55163 0.205 0.492 0.494
H -5.25874 -0.62096 5.09372 -0.043 -0.176 -0.192
H -3.58706 -1.04361 4.73987 -0.104 -0.131 -0.172
H -4.38965 0.22102 3.81512 -0.060 -0.202 -0.150
C 7.52159 0.11701 6.10127 0.217 -0.048 -0.313
C 6.62752 0.50084 7.19761 -0.088 0.003 0.055
N 5.92454 0.80245 8.05876 0.316 -0.092 -0.418
H 6.98456 0.03944 5.15257 -0.181 0.003 0.243
H 8.32358 0.84623 5.96166 -0.166 0.038 0.214
H 7.99314 -0.85121 6.28605 -0.188 0.096 0.161
C -1.79654 -7.68981 1.80067 0.044 -0.092 0.287
C -1.90404 -7.43249 0.36137 -0.045 0.021 -0.099
N -1.98840 -7.23013 -0.76960 0.070 -0.081 0.512
H -0.75434 -7.78829 2.11591 -0.133 0.074 -0.193
H -2.23745 -6.88084 2.38833 0.003 0.003 -0.243
H -2.30926 -8.61232 2.08421 -0.011 0.086 -0.245
C -8.87021 7.89395 3.88452 -0.174 -0.288 -0.030
C -8.07926 9.12590 3.94898 0.281 0.504 0.031
N -7.45596 10.09732 4.00000 -0.498 -0.822 0.001
H -8.58284 7.27630 3.02986 0.115 0.244 0.018
H -8.74068 7.28601 4.78320 0.097 0.247 -0.011
H -9.93752 8.10674 3.78747 0.181 0.199 0.041
C 5.29774 -11.66931 2.15508 0.032 0.251 -0.039
C 5.43497 -13.12685 2.07778 -0.028 -0.104 0.011
N 5.54319 -14.27213 2.01707 -0.038 0.524 -0.002
H 6.25434 -11.18447 2.36565 -0.112 -0.308 0.060
H 4.92194 -11.24945 1.21800 0.007 -0.277 0.078
H 4.60351 -11.37107 2.94473 0.074 -0.228 -0.025
C 8.15702 -8.57393 0.61213 0.071 0.100 -0.316
C 7.76481 -8.95605 1.97175 0.004 0.032 0.123
N 7.45667 -9.25659 3.03998 0.177 0.195 -0.526
H 8.43816 -9.44509 0.01523 -0.070 -0.029 0.246
H 7.34280 -8.06872 0.08627 -0.051 -0.087 0.242
H 9.01226 -7.89371 0.61695 -0.095 -0.098 0.221
C -8.95398 12.25775 7.13339 0.199 0.280 0.023
C -9.85060 11.11344 6.94746 -0.146 -0.221 -0.060
N -10.55548 10.21316 6.80128 0.426 0.505 0.069
H -8.11898 12.01087 7.79347 -0.173 -0.174 -0.075
H -8.52932 12.59325 6.18403 -0.144 -0.243 0.001
H -9.47643 13.10992 7.57513 -0.126 -0.226 -0.040
C -4.94524 -2.03792 -6.89297 0.053 -0.036 -0.315
C -5.24862 -1.88248 -5.46686 -0.040 0.031 0.104
N -5.48773 -1.76037 -4.34670 0.207 -0.062 -0.519
H -3.87285 -2.15783 -7.06650 -0.086 0.039 0.192
H -5.44139 -2.91439 -7.31702 -0.024 0.073 0.215
H -5.27094 -1.17001 -7.47133 -0.026 -0.020 0.253
C -6.23064 -6.12828 -7.48910 0.043 -0.057 0.314
C -6.33891 -5.84800 -8.92408 -0.014 0.012 -0.130
N -6.42384 -5.62707 -10.05093 0.055 -0.069 0.542
H -5.18882 -6.23530 -7.17692 -0.060 0.030 -0.231
H -6.66781 -5.32694 -6.88802 -0.027 -0.014 -0.223
H -6.74556 -7.05336 -7.21901 0.006 0.099 -0.224
C -5.36971 10.69783 -1.69983 0.210 0.102 -0.250
C -6.35928 10.23885 -0.72112 -0.090 -0.060 0.076
N -7.13579 9.87695 0.04853 0.366 0.161 -0.361
H -4.43646 10.99791 -1.21713 -0.194 -0.104 0.133
H -5.12491 9.91408 -2.42082 -0.152 -0.068 0.227
H -5.73401 11.55853 -2.26621 -0.146 -0.101 0.193